C41H67BFN5O4P2Ti | ωB97M-V/def2-TZVPD

XYZ file:
```
122
Properties=species:S:1:pos:R:3:forces:R:3:lowdin_charge:R:1
Ti -0.0636 0.0735 1.1976 0.995 1.243 -0.204 0.9181
C -4.2616 -1.3880 -0.7321 0.050 0.056 0.107 -0.0818
C -3.9234 -1.7752 0.7065 0.618 0.196 -0.237 -0.6619
C -2.9791 -2.9830 0.6791 0.077 0.157 0.062 -0.0781
C -5.1886 -2.1555 1.4736 0.147 0.240 0.038 -0.0642
P -2.8914 -0.3451 1.4266 -0.622 0.222 1.486 1.1955
C -2.8694 -0.7711 3.2405 -0.139 -0.175 -0.291 -0.2688
N -1.7486 -0.1033 3.8491 -0.190 -0.194 -0.022 -0.0391
B -0.5031 0.2629 3.2531 -0.709 0.027 0.833 -0.5040
N 0.2683 0.8363 4.3044 0.397 0.160 0.026 -0.0067
C 1.6067 1.3783 4.3078 0.095 0.164 -0.176 -0.2827
P 2.4694 1.0687 2.6710 0.135 -0.121 1.325 1.1841
C 3.6059 -0.3823 3.1923 -0.254 0.058 -0.334 -0.6673
C 4.7657 -0.0295 4.1160 -0.167 0.081 -0.132 -0.0794
C 2.6974 -1.4087 3.8808 -0.236 0.122 -0.125 -0.0809
C 4.1734 -1.0353 1.9259 -0.098 0.106 0.054 -0.0933
C 3.4925 2.6949 2.5506 -0.372 -0.280 -0.462 -0.6650
C 4.3435 3.0587 3.7676 -0.046 -0.179 -0.050 -0.0749
C 2.4709 3.8126 2.3065 -0.069 -0.185 -0.035 -0.0999
C 4.3804 2.6211 1.3066 -0.034 -0.098 0.146 -0.0903
C -0.4879 0.8388 5.4673 -0.476 -0.162 0.203 -0.1583
C -0.2013 1.3072 6.7389 0.094 0.051 -0.133 -0.0052
C -1.1788 1.1861 7.7128 0.008 -0.009 0.122 -0.0809
C -2.4153 0.6197 7.4302 -0.011 0.003 0.081 -0.0805
C -2.7083 0.1410 6.1649 -0.047 -0.028 -0.107 -0.0072
C -1.7363 0.2526 5.1856 0.251 0.164 0.345 -0.1691
C -3.9074 1.2756 1.4088 0.349 -0.278 -0.141 -0.6480
C -5.3755 1.1523 1.8057 0.143 -0.163 -0.024 -0.0745
C -3.7946 1.8560 -0.0081 0.060 -0.080 -0.093 -0.0897
C -3.2173 2.2157 2.4045 0.126 -0.175 -0.052 -0.0739
H -4.7122 -2.2267 -1.2577 -0.060 -0.172 -0.033 0.0934
H -3.3579 -1.0921 -1.2651 0.035 0.051 -0.158 0.0710
H -4.9665 -0.5637 -0.7582 -0.091 0.116 -0.083 0.0659
H -3.4497 -3.8047 0.1403 -0.068 -0.063 -0.050 0.0973
H -2.7455 -3.3408 1.6802 0.084 -0.040 0.057 0.0883
H -2.0451 -2.7369 0.1721 -0.007 -0.078 -0.009 0.0546
H -5.5748 -3.0874 1.0624 -0.010 -0.096 -0.075 0.0958
H -5.9686 -1.4083 1.3767 -0.060 0.046 0.055 0.0664
H -4.9911 -2.3270 2.5284 -0.011 -0.021 0.134 0.0811
H -2.7730 -1.8619 3.3437 -0.141 0.184 0.022 0.1054
H -3.8077 -0.4644 3.7161 0.099 -0.057 -0.038 0.0890
H 2.1802 0.9239 5.1244 0.014 0.119 -0.114 0.0917
H 1.5665 2.4568 4.5054 0.073 -0.159 -0.035 0.0939
H 4.4526 0.5713 4.9628 0.002 0.098 0.154 0.0742
H 5.5484 0.4937 3.5761 0.141 0.092 0.014 0.0736
H 5.1927 -0.9495 4.5085 0.058 -0.163 0.024 0.0959
H 2.4473 -1.1155 4.8967 -0.046 0.026 0.110 0.0839
H 3.2124 -2.3662 3.9415 0.077 -0.093 -0.046 0.1013
H 1.7665 -1.5555 3.3237 0.159 -0.115 0.131 0.0601
H 4.6520 -0.3097 1.2696 0.067 0.048 -0.122 0.0680
H 3.3815 -1.5606 1.3927 -0.038 -0.075 -0.071 0.0589
H 4.9265 -1.7726 2.2009 0.035 -0.091 0.025 0.0968
H 3.8454 2.8360 4.7061 -0.030 0.039 0.163 0.0759
H 4.5467 4.1277 3.7472 -0.010 0.123 -0.018 0.0924
H 5.3024 2.5531 3.7525 0.043 -0.071 0.096 0.0683
H 1.7199 3.8694 3.0905 -0.093 0.091 0.036 0.0764
H 1.9674 3.6751 1.3553 -0.113 0.022 -0.066 0.0511
H 2.9845 4.7704 2.2709 0.117 0.108 0.028 0.0929
H 5.2060 1.9253 1.4301 0.085 -0.126 -0.008 0.0737
H 4.8042 3.6042 1.1129 0.089 0.121 -0.062 0.0953
H 3.8020 2.3365 0.4251 -0.001 0.034 -0.113 0.0613
H 0.7446 1.7739 6.9690 0.113 0.003 0.021 0.1099
H -0.9695 1.5305 8.7132 -0.003 0.080 0.092 0.1062
H -3.1615 0.5491 8.2068 -0.030 -0.016 0.075 0.1069
H -3.6707 -0.3023 5.9597 -0.084 -0.073 -0.027 0.1082
H -5.9715 0.6808 1.0290 -0.053 -0.072 -0.029 0.0687
H -5.7740 2.1540 1.9603 -0.060 0.096 0.006 0.0967
H -5.5031 0.6003 2.7331 -0.085 -0.035 0.136 0.0786
H -4.6593 1.5995 -0.6130 -0.075 -0.060 -0.091 0.0728
H -2.9087 1.4762 -0.5188 0.078 0.158 -0.107 0.0463
H -3.7347 2.9406 0.0270 0.020 0.157 0.008 0.0904
H -3.2892 1.8380 3.4230 0.053 0.057 0.063 0.0822
H -3.7100 3.1885 2.3815 0.001 0.041 -0.105 0.0994
H -2.1625 2.3448 2.1495 -0.057 0.106 0.120 0.0613
C 2.0282 -4.4256 -4.6216 -0.234 0.089 0.032 -0.0528
C 0.5716 -4.1953 -4.2227 0.444 -0.506 -0.483 -0.1777
N 0.4176 -3.0866 -3.2919 0.039 -0.028 0.683 -0.0207
C 0.5426 -3.3359 -1.9647 -0.184 0.193 -0.272 0.0723
C 0.2756 -2.4210 -0.9919 -0.038 0.806 0.646 -0.0328
C 0.5770 -2.7136 0.4709 0.033 -1.576 -0.881 -0.5617
O 0.7662 -3.8558 0.8305 -0.001 0.351 -0.090 0.1169
O 0.6562 -1.6663 1.2199 0.230 -0.015 0.394 -0.1489
C -0.2560 -1.1455 -1.3557 0.220 -0.779 -0.351 -0.2846
O -0.7825 -0.3417 -0.5395 -0.286 -0.607 -1.929 -0.1846
C -0.1472 -0.8191 -2.7578 -0.100 0.036 -0.100 -0.0430
C -0.3207 0.5082 -3.1395 0.045 -0.044 -0.320 0.1107
C -0.1720 0.8804 -4.4473 -0.078 0.156 0.561 -0.1713
F -0.3455 2.1902 -4.7342 -0.015 -0.227 -0.096 0.0719
C 0.1578 -0.0508 -5.4417 0.101 -0.403 0.314 -0.1306
C 0.3408 -1.3798 -5.0485 -0.103 0.148 -0.104 0.0685
C 0.2007 -1.7910 -3.7193 -0.277 0.582 0.290 -0.1059
N 0.3733 0.3030 -6.7806 0.102 0.079 -0.066 -0.0994
C 0.5093 1.7048 -7.1466 0.027 0.306 0.098 -0.1298
C 0.9185 1.7947 -8.6226 -0.355 0.631 0.232 -0.0806
N 1.6378 0.5489 -8.9827 0.511 0.005 -0.151 0.0587
C 0.7116 -0.6207 -8.9834 -0.610 -0.626 0.117 -0.0719
C -0.2876 -0.4439 -7.8278 -0.074 -0.090 -0.211 -0.1224
H 2.0953 -5.2265 -5.3541 -0.011 -0.051 -0.033 0.0863
H 2.6196 -4.7114 -3.7555 0.081 0.003 0.062 0.0833
H 2.4580 -3.5236 -5.0510 0.109 0.069 -0.040 0.0700
H 0.1836 -5.0973 -3.7434 -0.100 0.196 -0.064 0.1343
H -0.0418 -3.9943 -5.1036 -0.057 -0.061 0.177 0.1207
H 0.8602 -4.3265 -1.6691 -0.031 -0.134 -0.062 0.1624
H -0.5551 1.2410 -2.3838 -0.074 0.145 0.044 0.1377
H 0.6436 -2.0919 -5.7987 0.071 -0.077 -0.076 0.1082
H 1.2736 2.1528 -6.5090 -0.053 0.030 -0.111 0.1409
H -0.4141 2.2807 -7.0156 0.107 -0.055 -0.068 0.1397
H 1.5596 2.6610 -8.7865 0.029 -0.155 -0.072 0.1464
H 0.0476 1.8909 -9.2717 0.138 -0.142 -0.073 0.1431
H 2.3502 0.3943 -8.2581 -0.059 -0.038 -0.275 0.1927
H 2.1061 0.6413 -9.8900 -0.009 -0.057 0.215 0.1966
H 1.3041 -1.5287 -8.8594 0.056 0.165 -0.052 0.1400
H 0.1849 -0.6700 -9.9367 0.191 0.112 -0.039 0.1435
H -0.6099 -1.4164 -7.4641 0.012 0.028 -0.089 0.1310
H -1.1833 0.0888 -8.1750 0.012 -0.085 0.015 0.1419
C 0.0296 2.0581 0.5329 0.026 0.538 -0.224 -0.2304
H -0.7931 2.2839 -0.1607 -0.022 -0.157 0.143 0.0003
H 0.9521 2.2675 -0.0219 -0.031 -0.021 0.050 -0.0023
H -0.0325 2.7984 1.3388 0.038 -0.122 0.009 0.0051
O 2.1074 -0.0127 -0.4802 -0.146 0.122 -0.198 -0.0479
H 2.6314 -0.7935 -0.2648 0.083 0.104 0.093 0.0492
H 2.6851 0.7429 -0.3122 -0.047 -0.103 0.034 0.0333
```
Positions in Å, forces in eV/Å.

- Molar mass: 833.64 g mol⁻¹
- Net charge: +2
- ΔE to the lowest compared entry with this formula, charge and spin: 19.2 kcal per mole